The following is a DFT calculation (the ωB97M-V functional and the def2-TZVPD basis) of 6 unconnected molecules or ions with the total composition C24H66N6O6 in a non-equilibrium geometry.

```
! wB97M-V def2-TZVPD RIJCOSX def2/J DEFGRID3
* xyz 0 1
C 11.858 -10.870 15.582
O 11.146 -11.117 14.318
C 11.890 -10.680 13.193
C 11.114 -10.628 11.816
C 11.940 -10.161 10.601
N 9.952 -9.768 11.975
H 11.306 -11.245 16.444
H 11.765 -9.817 15.847
H 12.924 -11.084 15.655
H 12.407 -9.782 13.530
H 12.734 -11.370 13.188
H 10.629 -11.602 11.753
H 11.325 -9.799 9.777
H 12.599 -10.980 10.313
H 12.543 -9.259 10.699
H 10.367 -8.857 11.839
H 9.828 -9.845 12.975
C 3.694 -5.823 -3.783
O 4.828 -6.433 -3.188
C 4.679 -6.558 -1.764
C 6.045 -7.047 -1.160
C 6.817 -8.227 -1.790
N 5.848 -7.486 0.206
H 3.264 -5.015 -3.191
H 2.951 -6.610 -3.659
H 3.816 -5.561 -4.834
H 4.337 -5.645 -1.277
H 3.815 -7.184 -1.539
H 6.646 -6.138 -1.178
H 5.979 -8.906 -1.949
H 7.556 -8.672 -1.124
H 7.202 -7.927 -2.765
H 5.466 -6.611 0.535
H 5.062 -8.107 0.335
C 11.164 -14.108 0.275
O 11.286 -12.838 0.922
C 10.119 -12.458 1.693
C 10.648 -11.240 2.538
C 11.324 -11.632 3.875
N 9.535 -10.357 2.872
H 11.812 -14.236 -0.593
H 10.134 -14.346 0.010
H 11.390 -14.914 0.974
H 9.216 -12.190 1.145
H 9.828 -13.346 2.254
H 11.432 -10.708 2.000
H 10.694 -12.439 4.248
H 11.435 -10.789 4.558
H 12.232 -12.213 3.715
H 9.024 -10.201 2.015
H 10.001 -9.489 3.092
C 4.770 -3.225 2.966
O 4.363 -4.318 3.744
C 4.590 -4.102 5.137
C 4.980 -5.454 5.894
C 5.097 -5.303 7.418
N 6.132 -6.101 5.298
H 4.588 -3.339 1.897
H 5.811 -3.013 3.207
H 4.258 -2.326 3.310
H 5.307 -3.329 5.413
H 3.676 -3.791 5.643
H 4.124 -6.089 5.668
H 5.653 -6.155 7.809
H 4.163 -5.198 7.969
H 5.725 -4.423 7.556
H 5.979 -6.998 5.736
H 5.738 -6.364 4.406
C 11.209 -3.615 1.248
O 11.893 -3.897 2.520
C 11.047 -4.548 3.427
C 11.699 -5.004 4.741
C 12.960 -5.898 4.458
N 10.818 -5.721 5.665
H 10.772 -4.498 0.781
H 11.939 -3.140 0.594
H 10.494 -2.803 1.379
H 10.171 -3.941 3.652
H 10.691 -5.484 2.996
H 11.974 -4.068 5.226
H 13.489 -6.182 5.368
H 13.594 -5.611 3.618
H 12.675 -6.869 4.052
H 10.763 -6.685 5.369
H 9.868 -5.443 5.465
C 16.577 -13.745 -3.002
O 15.990 -14.878 -3.685
C 16.114 -14.705 -5.109
C 15.764 -15.991 -5.910
C 16.652 -17.157 -5.373
N 15.870 -15.983 -7.317
H 15.965 -12.854 -3.137
H 17.604 -13.525 -3.293
H 16.808 -13.897 -1.948
H 15.538 -13.842 -5.443
H 17.132 -14.416 -5.369
H 14.711 -16.185 -5.707
H 16.387 -18.185 -5.619
H 16.540 -17.288 -4.297
H 17.726 -16.975 -5.334
H 16.581 -15.334 -7.624
H 16.224 -16.855 -7.684
*
```

Output
**Relative energy (zero: lowest compared OMol25 entry of this formula, charge and spin)**: 547.9 kJ/mol
**Structure (SMILES)**: COC[C@H](C)N.COC[C@H](C)N.COC[C@H](C)N.COC[C@H](C)N.COC[C@H](C)N.COC[C@H](C)N

Mulliken atomic charge list, values in e, 2 entries: number 1, C, carries -0.83; number 2, O, carries -0.40